{
  "formula": "C40H73Cl12N7",
  "method": "ωB97M-V with the def2-TZVPD basis set",
  "symbols": ["H", "H", "H", "C", "H", "H", "H", "H", "Cl", "H", "C", "H", "H", "C", "N", "H", "H", "H", "H", "C", "H", "N", "Cl", "C", "C", "H", "H", "H", "C", "H", "C", "H", "C", "C", "H", "C", "Cl", "C", "C", "H", "H", "H", "C", "C", "C", "H", "H", "H", "H", "H", "H", "H", "C", "H", "H", "H", "H", "Cl", "H", "C", "C", "C", "H", "C", "H", "H", "H", "H", "C", "C", "C", "Cl", "H", "H", "H", "C", "H", "C", "C", "C", "H", "Cl", "H", "H", "H", "H", "H", "N", "C", "C", "H", "C", "Cl", "Cl", "H", "H", "C", "Cl", "C", "Cl", "C", "H", "H", "H", "N", "N", "C", "H", "C", "H", "C", "H", "H", "C", "H", "N", "H", "H", "H", "H", "H", "N", "C", "H", "Cl", "H", "H", "Cl", "H", "H", "H", "C"],
  "xyz": [[-1.95, 2.66, -2.44], [-1.87, -3.01, 4.12], [-1.87, -7.27, 2.20], [-1.11, -5.74, 0.84], [-1.40, 4.26, -2.52], [-4.74, 4.11, 0.45], [5.32, 3.63, -3.94], [1.39, 0.28, -1.69], [-4.27, 4.24, -3.23], [0.78, -5.20, 5.82], [2.50, -2.72, 3.07], [-3.52, 5.36, 0.86], [4.34, -1.94, 1.17], [1.57, 0.06, -4.79], [-3.77, -7.95, -0.93], [-0.22, -5.56, 1.45], [3.80, 2.12, 3.21], [-3.88, -5.42, 0.98], [-2.58, -0.03, 3.70], [0.43, 5.07, -0.87], [-4.81, 1.65, -1.09], [1.08, 7.59, -0.83], [0.25, 1.83, 4.32], [1.18, -0.48, -3.45], [2.85, 2.46, 3.60], [-2.59, 4.67, -4.71], [-3.13, 4.57, 3.04], [-0.17, -0.38, 1.70], [-2.85, 3.46, 0.64], [0.25, -1.27, -5.75], [-2.81, 3.78, -4.14], [-1.01, -5.10, -0.65], [-0.01, -0.20, 0.64], [3.30, 1.18, 1.05], [1.01, 3.13, -1.65], [-4.10, 4.30, 2.62], [3.86, 2.45, -6.11], [2.95, 0.18, 0.04], [2.35, -1.10, 0.59], [-0.61, 4.89, -1.17], [0.30, -2.49, -1.65], [3.04, 5.41, -2.07], [1.59, -4.61, 5.40], [4.26, 3.58, -3.70], [0.48, -0.20, -5.84], [-3.73, 0.86, -2.27], [4.09, 4.42, -3.03], [-4.72, 5.12, 3.00], [1.13, -5.05, 3.32], [2.05, 1.85, -1.29], [1.88, -0.16, -2.68], [3.28, 4.60, -5.39], [-0.01, -3.53, -1.79], [1.75, 0.76, 2.92], [3.38, 3.65, -2.13], [0.59, 4.68, 0.14], [-0.47, 0.33, -5.72], [-2.35, -0.87, 5.92], [-3.64, -1.29, 4.01], [-1.69, -2.08, 3.59], [-2.16, -6.29, 1.81], [-3.56, -6.44, 1.20], [2.96, -2.74, 1.95], [0.18, -1.53, 0.00], [2.19, 0.63, 4.60], [1.73, 1.14, -4.80], [-4.76, 2.94, 4.22], [-4.19, -1.26, -0.59], [-2.60, -1.01, 4.16], [-0.57, -4.11, -0.49], [1.11, 0.77, 0.38], [-5.93, 0.04, -2.40], [1.01, 1.67, 0.99], [2.97, 3.09, 4.48], [-0.96, 0.19, 0.26], [1.24, 4.18, -1.81], [2.49, -4.68, 6.02], [3.04, -4.04, 3.37], [2.01, -5.00, 3.98], [-4.51, 2.93, 3.16], [-5.29, 2.43, 2.59], [2.22, 3.47, 2.28], [0.27, 1.66, -1.35], [2.42, -6.01, 4.04], [1.36, -1.01, 1.05], [0.20, -0.11, -3.14], [-1.51, -4.84, 0.38], [-2.04, 2.75, 0.23], [1.22, 1.18, -1.10], [-3.65, -7.30, 0.01], [-2.18, -5.78, 2.77], [-4.53, 0.70, -1.55], [-1.26, -3.55, -3.04], [4.00, 2.07, -2.79], [1.24, -3.57, 5.40], [-2.99, 2.96, -4.83], [-1.69, 3.43, -3.16], [-5.16, -0.04, 1.03], [0.91, 0.00, -7.23], [0.70, -4.30, 0.72], [0.80, 6.48, -0.83], [2.46, -0.40, -5.21], [-3.67, 2.25, 3.01], [3.78, -3.94, 4.17], [1.33, 0.18, -8.28], [2.06, -1.68, 2.84], [3.33, -1.79, 1.55], [2.35, 0.71, -0.71], [1.86, 1.33, 3.84], [2.10, 0.35, 0.59], [-3.92, 4.37, 1.12], [2.32, 3.35, -4.63], [-0.64, -1.83, 3.64], [3.34, 3.63, -4.89], [0.85, -4.07, -2.17], [3.57, 1.94, 1.87], [3.44, -1.22, 2.48], [-0.97, -6.45, 0.02], [-1.32, -3.48, -0.01], [-3.10, 0.07, -0.06], [-4.29, -6.81, 1.91], [0.31, -2.55, -0.53], [2.74, 4.42, -1.70], [3.50, -4.49, 2.50], [-2.10, -2.37, 1.87], [0.96, 4.43, -2.84], [3.84, -0.10, -0.52], [-0.29, 2.73, -4.05], [1.12, -1.57, -3.46], [2.16, -1.81, -0.22], [3.07, 4.41, -0.66], [-4.11, -0.20, -0.37]],
  "lowdin_charge": [0.03, 0.07, 0.11, -0.30, 0.04, 0.12, 0.09, 0.04, 0.57, 0.07, -0.30, 0.12, 0.11, -0.28, 0.14, -0.05, 0.03, 0.11, 0.05, -0.18, 0.04, 0.15, 0.57, -0.11, -0.58, 0.07, 0.12, 0.10, -0.19, 0.12, -0.64, 0.05, -0.13, -0.08, 0.03, -0.25, 0.60, -0.29, -0.16, 0.07, -0.01, 0.09, -0.10, -0.60, -0.20, 0.06, 0.04, 0.11, 0.07, 0.06, 0.04, 0.09, -0.67, 0.02, -0.10, 0.09, 0.10, 0.56, 0.06, -0.60, -0.23, -0.19, -0.01, -0.14, 0.07, 0.03, 0.08, 0.05, -0.68, -0.63, -0.25, 0.57, 0.10, 0.08, 0.09, -0.28, 0.08, -0.12, -0.25, -0.11, 0.04, 0.72, 0.09, 0.11, 0.05, 0.08, -0.01, 0.20, -0.15, -0.22, 0.10, -0.67, 0.56, 0.74, 0.07, 0.07, -0.60, 0.58, -0.23, 0.90, -0.22, 0.12, 0.05, 0.14, 0.14, 0.14, -0.14, -0.02, -0.67, -0.12, -0.16, 0.01, 0.05, -0.63, 0.12, -0.11, 0.09, 0.12, 0.04, 0.03, 0.11, -0.25, -0.17, 0.14, 0.73, 0.06, 0.15, 0.71, 0.08, 0.14, 0.09, -0.67],
  "largest_force_ev_per_a": 15.3,
  "homo_energy_ev": -7.035,
  "gap_ev": 7.240
}

{
  "formula": "CHFKLi2O",
  "method": "ωB97M-V with the def2-TZVPD basis set",
  "symbols": ["F", "Li", "K", "H", "C", "Li", "O"],
  "xyz": [[-1.27, 0.44, -1.15], [-1.94, 0.00, -2.67], [1.22, 0.36, -4.82], [0.16, -0.49, 4.14], [0.11, -0.55, 3.01], [0.49, 0.52, -1.02], [1.23, -0.28, 2.51]],
  "mulliken_spin": [0.00, 0.00, 0.00, 0.16, 0.52, 0.00, 0.32],
  "s2": 0.753,
  "multiplicity": 2,
  "largest_force_ev_per_a": 6.8,
  "homo_energy_ev": [-4.081, -4.080],
  "gap_ev": [3.902, 2.978],
  "de_lowest_kcal_mol": 0.0
}

{
  "formula": "C30H52ClN3O8PS3",
  "method": "ωB97M-V with the def2-TZVPD basis set",
  "symbols": ["O", "H", "C", "O", "H", "H", "H", "H", "H", "H", "H", "C", "H", "H", "H", "C", "H", "C", "H", "O", "H", "H", "H", "H", "C", "C", "C", "C", "C", "H", "H", "C", "H", "S", "O", "Cl", "H", "H", "C", "C", "H", "H", "H", "H", "H", "C", "C", "O", "H", "C", "O", "N", "C", "H", "H", "C", "C", "H", "C", "C", "C", "H", "H", "C", "H", "C", "H", "N", "H", "O", "N", "H", "H", "H", "C", "H", "C", "H", "H", "H", "O", "H", "P", "S", "C", "H", "H", "H", "C", "H", "H", "H", "H", "H", "C", "S", "C", "C"],
  "xyz": [[6.92, -3.49, 0.25], [-4.31, -5.02, 5.21], [-1.83, 1.21, -2.44], [-6.30, -4.94, 1.37], [-3.72, -4.55, 1.30], [-4.73, 3.15, -5.11], [8.81, -2.62, 0.93], [-2.66, 1.72, 2.39], [-3.71, -2.80, 1.66], [0.26, 2.79, -1.43], [-6.12, 1.00, 0.65], [-0.64, 2.37, 0.53], [-1.13, 3.67, 3.76], [2.85, 2.82, -4.13], [2.25, 3.68, -1.46], [-5.23, 0.24, 0.86], [-0.52, -1.33, -2.58], [7.10, -1.03, 1.00], [-4.52, -5.95, 3.71], [-0.52, -2.96, -0.56], [-2.51, -4.59, 3.36], [1.67, -0.49, -4.02], [-0.98, -3.69, -0.03], [6.38, -0.80, 1.89], [-5.86, -4.27, 3.88], [6.23, 0.66, -0.58], [-3.94, 2.62, -4.39], [-0.92, 0.83, 1.11], [1.79, 1.55, -0.48], [7.51, -2.98, 2.25], [4.69, 3.91, -0.44], [0.16, -0.37, -2.34], [2.03, 1.13, 0.59], [-5.81, -3.82, 2.15], [2.52, 2.05, -3.58], [-3.38, -1.77, -1.19], [-5.01, 0.09, 2.00], [-3.55, 1.74, 0.41], [-0.86, 4.67, 3.16], [-2.75, -0.48, 0.04], [2.38, 3.65, 0.47], [1.12, -0.84, -1.79], [-1.69, 2.86, 0.36], [8.54, -3.42, -1.18], [1.13, 1.87, -5.17], [-3.70, 1.01, -4.66], [7.66, -2.58, 1.15], [-6.32, -2.48, 2.00], [-5.57, -0.80, 0.39], [2.55, 3.04, -0.52], [-0.87, -2.10, 1.95], [-1.31, -0.11, -0.06], [-2.28, 2.80, -2.48], [-2.25, -0.08, 2.87], [8.42, -1.07, -1.27], [4.21, 2.86, -0.63], [7.32, -1.48, -1.36], [-5.96, -3.35, 4.46], [-3.48, -4.08, 3.41], [-0.75, 0.55, -1.35], [-2.60, 0.32, -3.63], [0.35, 2.51, -3.59], [4.40, 2.60, -1.77], [-4.02, -3.79, 2.02], [-0.06, -0.14, -4.61], [0.00, 4.37, 1.79], [-3.01, -1.05, 1.06], [-3.26, 3.48, -3.38], [0.16, 0.67, 1.60], [1.32, -1.38, 0.69], [6.41, -0.83, -0.33], [-0.27, 5.35, 3.93], [8.05, -0.31, 1.03], [2.37, 0.89, -1.25], [0.21, 1.81, -0.80], [-4.27, 0.39, -5.49], [-3.88, 0.70, -0.02], [-0.42, 4.89, 0.82], [1.60, -1.63, 1.63], [-3.34, -3.15, 3.96], [0.18, 2.92, 1.66], [-6.71, -4.92, 4.07], [-0.43, -1.60, 0.51], [7.17, 1.54, -1.72], [1.12, 1.69, -3.99], [6.78, -3.68, -1.94], [-2.38, -0.84, -3.73], [1.09, 4.83, 1.98], [7.40, -3.12, -1.11], [6.87, -1.31, -2.43], [-1.09, 1.32, 3.37], [-4.28, 0.79, -1.14], [-1.82, 5.28, 2.86], [-1.76, 3.55, -1.70], [-1.78, 0.93, 2.48], [4.89, 1.51, 0.48], [0.70, 0.16, -3.74], [-4.52, -4.94, 4.14]],
  "lowdin_charge": [-0.20, 0.12, -0.06, -0.31, 0.11, 0.12, 0.13, 0.10, 0.05, 0.12, 0.11, -0.16, 0.08, 0.12, 0.12, -0.11, 0.12, -0.17, 0.13, -0.19, 0.12, 0.15, 0.10, 0.12, -0.23, -0.92, -0.08, -0.25, -0.16, 0.14, 0.10, -0.17, 0.09, 0.67, -0.16, 0.66, 0.09, 0.10, -0.09, -0.55, 0.10, 0.13, 0.15, 0.13, 0.14, -0.01, -0.17, -0.34, 0.07, -0.21, -0.31, -0.16, -0.05, 0.09, 0.12, -0.49, -0.22, 0.11, -0.22, -0.23, -0.02, 0.12, 0.07, -0.24, 0.13, -0.22, 0.10, 0.00, 0.16, -0.19, -0.21, 0.09, 0.14, 0.12, -0.14, 0.11, -0.23, 0.14, 0.12, 0.12, -0.20, 0.12, 0.80, 0.62, -0.21, 0.14, 0.08, 0.13, -0.16, 0.13, 0.12, 0.11, 0.09, 0.11, -0.05, 0.79, -0.16, -0.22],
  "total_charge": 1,
  "largest_force_ev_per_a": 9.2,
  "homo_energy_ev": -10.385,
  "gap_ev": 6.891,
  "de_lowest_kcal_mol": 412.4
}

{
  "formula": "C4H11N2O",
  "method": "ωB97M-V with the def2-TZVPD basis set",
  "symbols": ["H", "C", "C", "C", "H", "H", "N", "H", "H", "H", "H", "H", "H", "H", "H", "N", "O", "C"],
  "xyz": [[1.99, 0.22, 1.41], [0.12, 0.05, -0.79], [-0.91, 0.75, 1.33], [1.39, -0.34, -1.49], [-2.36, -0.79, -1.28], [-0.41, 1.13, 2.22], [-1.98, 0.08, -0.91], [-1.36, 1.58, 0.80], [-2.68, 0.80, -1.12], [0.80, -0.76, 2.27], [1.57, -1.39, 0.81], [2.27, 0.09, -1.02], [1.32, 0.00, -2.52], [-1.70, 0.06, 1.63], [1.50, -1.42, -1.51], [0.09, 0.08, 0.51], [-0.82, 0.36, -1.62], [1.18, -0.50, 1.28]],
  "lowdin_charge": [0.12, -0.32, -0.01, 0.05, 0.13, 0.11, 0.07, 0.10, 0.14, 0.11, 0.10, 0.10, 0.11, 0.11, 0.12, -0.09, 0.05, 0.00],
  "total_charge": 1,
  "largest_force_ev_per_a": 3.2,
  "homo_energy_ev": -14.906,
  "gap_ev": 11.395,
  "de_lowest_kcal_mol": 75.5
}

{
  "formula": "C5H6O2",
  "method": "ωB97M-V with the def2-TZVPD basis set",
  "symbols": ["H", "H", "C", "C", "H", "H", "H", "C", "C", "O", "H", "O", "C"],
  "xyz": [[-1.74, -1.41, 0.22], [2.28, -0.22, 0.27], [-1.06, -0.65, -0.25], [0.60, 1.18, 0.29], [1.49, 0.12, -1.29], [-1.27, 0.28, 1.27], [-1.40, -0.52, -1.27], [0.36, -1.20, -0.12], [1.32, -0.05, -0.21], [0.66, -2.35, 0.10], [-1.49, 1.71, 0.15], [1.12, 2.27, 0.39], [-0.88, 0.83, 0.44]],
  "lowdin_charge": [0.13, 0.14, -0.08, -0.39, 0.15, 0.10, 0.11, -0.41, -0.03, 0.10, 0.13, 0.09, -0.04],
  "largest_force_ev_per_a": 2.7,
  "homo_energy_ev": -9.782,
  "gap_ev": 10.286,
  "de_lowest_kcal_mol": 25.2
}

{
  "formula": "C29H18ClN4O6Tc",
  "method": "ωB97M-V with the def2-TZVPD basis set",
  "symbols": ["C", "H", "O", "C", "C", "H", "N", "C", "H", "H", "C", "Tc", "C", "H", "C", "C", "C", "H", "H", "H", "O", "C", "C", "C", "N", "C", "H", "C", "C", "C", "H", "C", "C", "C", "N", "C", "C", "H", "C", "C", "O", "O", "O", "H", "H", "C", "C", "H", "H", "H", "C", "O", "C", "C", "N", "C", "H", "Cl", "H"],
  "xyz": [[1.17, -2.21, 4.61], [3.52, 0.46, -2.00], [-2.35, -2.31, 0.45], [-1.57, 0.62, -2.08], [-0.98, 3.69, -4.18], [1.01, -1.80, -5.30], [-1.81, -0.17, 1.84], [-0.15, 4.43, -3.35], [0.85, 4.57, -1.46], [1.51, -2.28, 5.63], [1.77, -0.28, -0.96], [-0.73, -1.16, 0.27], [-1.47, 0.97, 2.44], [-2.08, 1.86, -4.38], [-0.57, -2.59, -2.44], [-3.27, -2.02, 1.35], [-1.09, 1.98, -2.49], [-4.82, -0.71, 3.17], [-0.52, 1.40, 2.17], [-1.11, -3.45, 2.45], [5.64, 1.13, -1.06], [5.21, 1.21, 0.06], [0.13, -3.01, 4.16], [1.05, -0.98, -2.04], [0.07, -1.79, -1.58], [-0.27, 2.74, -1.66], [-1.38, -3.17, -2.02], [1.93, -0.45, 1.36], [0.76, -1.80, -4.25], [1.77, -1.32, 3.74], [-0.02, 2.37, -0.68], [-1.44, 2.46, -3.75], [-2.32, 1.58, 3.34], [0.21, 3.97, -2.09], [1.20, -0.46, 0.24], [3.70, 0.52, 0.14], [1.31, -1.25, 2.44], [2.59, -0.69, 4.06], [-3.88, -0.20, 3.00], [3.21, 0.09, 1.36], [5.46, 1.62, 1.18], [-2.10, -0.14, -2.86], [-4.24, -2.69, 1.59], [2.17, -0.27, -3.72], [3.81, 0.15, 2.26], [-3.54, 0.99, 3.63], [3.04, 0.28, -1.05], [-2.03, 2.51, 3.81], [-1.25, 4.08, -5.15], [-0.75, -3.32, -4.43], [-2.99, -0.74, 2.10], [-1.39, 0.36, -0.80], [1.40, -0.94, -3.37], [-0.22, -2.65, -3.77], [0.27, -2.01, 2.00], [-0.29, -2.87, 2.85], [-4.22, 1.45, 4.33], [0.44, 5.97, -3.88], [-0.35, -3.72, 4.80]],
  "mulliken_spin": [0.00, 0.00, 0.04, 0.02, 0.00, 0.00, -0.05, 0.00, 0.00, 0.00, 0.05, 1.91, 0.00, 0.00, 0.00, 0.00, 0.00, 0.00, 0.00, 0.00, 0.27, 0.04, 0.00, 0.01, -0.03, 0.00, -0.01, 0.02, 0.01, 0.00, 0.00, 0.00, -0.01, 0.00, -0.04, 0.23, 0.00, 0.00, -0.01, -0.03, 0.47, 0.03, 0.03, 0.00, 0.00, 0.01, -0.02, 0.00, 0.00, 0.00, 0.02, 0.05, -0.01, 0.00, 0.02, -0.01, 0.00, 0.00, 0.00],
  "s2": 3.771,
  "total_charge": 1,
  "multiplicity": 4,
  "largest_force_ev_per_a": 0.6,
  "homo_energy_ev": [-11.353, -11.142],
  "gap_ev": [7.153, 4.534],
  "de_lowest_kcal_mol": 29.8
}

no.,total energy (eV)
1,-203320.7355
2,-22550.8425
3,-107095.9720
4,-9345.5814
5,-9376.0045
6,-63327.1141